ORCA calculation (ωB97M-V/def2-TZVPD) on one molecule with the formula C4H5Cl.

Output
E_tot = -615.44559 hartree
F_max = 4.56 eV/A
Energy relative to the best compared isomer or geometry (same formula, charge and spin) = 289.1 kJ/mol
Gap between HOMO and LUMO (spin up / spin down) = 0.2818 / 0.2817 Eh

Structure (ORCA input):
```
! wB97M-V def2-TZVPD RIJCOSX def2/J DEFGRID3
* xyz 0 1
C -0.0670 0.1324 -0.2116
C 0.1780 1.2462 -0.9436
C -0.8118 0.3420 0.8911
C 0.7941 -1.0291 -0.3335
Cl -1.0826 2.2986 -1.3838
H -1.4902 1.0850 0.9757
H -0.6987 -0.3771 1.8050
H 1.5878 -0.7529 0.4118
H 1.3213 -1.0955 -1.2954
H 0.2690 -1.8496 0.0843
*
```

natural (NBO) atomic charge list, values in e, 2 entries:
1 C -0.22
2 C 0.00